Entry 1:
C7H6NO2S | wB97M-V/def2-TZVPD

The value obtained for the total energy is -873.7087 hartree. The calculation puts the relative energy (zero: lowest compared OMol25 entry of this formula, charge and spin) at 293.6 kJ/mol. The value obtained for the orbital gap (spin up / spin down) is 7.1 / 5.9 eV. The LUMO energy (spin up / spin down) is 2.99 / 2.15 eV. As for the charge: -1.

Cartesian coordinates (Å):
C (-0.76, -2.99, -0.21)
C (0.53, -1.03, 0.10)
C (1.00, 0.28, -0.09)
C (-1.87, 1.60, 0.50)
C (-0.66, -1.59, -0.30)
C (-1.40, 1.08, -0.88)
C (2.26, 0.73, 0.49)
N (-0.91, -4.15, -0.28)
O (-2.78, 2.44, 0.39)
O (-1.21, 1.21, 1.43)
S (0.16, 1.26, -1.29)
H (1.26, -1.65, 0.70)
H (-1.44, -1.10, -0.88)
H (-2.12, 1.36, -1.74)
H (2.76, -0.23, 0.88)
H (2.28, 1.48, 1.41)
H (2.91, 1.30, -0.24)

=====

Entry 2:
C7H29NO8 | wB97M-V/def2-TZVPD

The value obtained for the total energy is -940.6556 hartree. The calculation puts the relative energy (zero: lowest compared OMol25 entry of this formula, charge and spin) at 392.8 kJ/mol. Its structure (SMILES) is C=C/C(=C\C)CCN.O.O.O.O.O.O.O.O. The value obtained for the orbital gap is 8.9 eV. The LUMO energy is -0.03 eV.

Cartesian coordinates (Å):
C (-0.70, -1.20, 0.91)
C (-0.09, -0.43, -0.01)
C (0.70, 0.77, 0.35)
C (0.23, 2.01, 0.52)
C (-1.06, 2.57, 0.05)
C (2.14, 0.64, 0.82)
C (3.02, 1.02, -0.36)
N (3.41, -0.16, -1.13)
H (-0.53, -1.03, 1.95)
H (-1.17, -2.05, 0.50)
H (-0.36, -0.58, -1.02)
H (1.00, 2.73, 0.82)
H (-1.20, 2.62, -1.03)
H (-1.86, 1.96, 0.43)
H (-1.30, 3.59, 0.34)
H (2.16, -0.45, 1.13)
H (2.43, 1.10, 1.75)
H (2.53, 1.74, -0.99)
H (3.88, 1.52, 0.09)
H (3.92, 0.07, -1.96)
H (3.58, -1.02, -0.66)
O (1.53, -1.94, -2.61)
H (1.97, -1.58, -3.38)
H (1.59, -1.45, -1.80)
O (-2.62, 0.88, 2.32)
H (-2.38, 1.25, 1.48)
H (-1.97, 0.70, 3.00)
O (-0.56, 0.27, 4.32)
H (0.09, 0.60, 3.69)
H (-0.31, -0.67, 4.40)
O (1.63, -2.39, 2.73)
H (0.75, -2.48, 3.24)
H (1.85, -3.29, 2.47)
O (-1.36, -2.72, -1.93)
H (-2.08, -2.09, -2.04)
H (-0.51, -2.38, -1.71)
O (-3.52, -0.41, -0.60)
H (-4.02, -1.27, -0.61)
H (-3.31, -0.35, 0.35)
O (-2.41, 0.51, -2.96)
H (-3.17, 0.91, -2.54)
H (-2.45, -0.45, -2.63)
O (0.25, 1.22, -2.82)
H (-0.49, 1.31, -2.24)
H (0.78, 0.43, -2.65)

=====

Entry 3:
C16H45N7O23S3 | wB97M-V/def2-TZVPD

The value obtained for the total energy is -3944.2335 hartree. The calculation puts the relative energy (zero: lowest compared OMol25 entry of this formula, charge and spin) at 0.0 kJ/mol. Its structure (SMILES) is CCOS(C)(=O)=O.CCOS(C)(=O)=O.CCOS(C)(=O)=O.C[N+](=O)[O-].C[N+](=O)[O-].C[N+](=O)[O-].C[N+](=O)[O-].C[N+](=O)[O-].C[N+](=O)[O-].C[N+](=O)[O-]. The value obtained for the orbital gap is 10.9 eV. The LUMO energy is 0.12 eV.

Cartesian coordinates (Å):
C (6.09, -0.54, 4.07)
C (4.68, -0.14, 4.19)
O (3.90, -1.10, 3.52)
S (2.30, -0.89, 3.56)
C (1.86, -2.09, 4.81)
O (1.99, 0.48, 3.99)
O (1.82, -1.31, 2.30)
H (6.56, -0.37, 3.10)
H (6.23, -1.58, 4.25)
H (6.77, 0.06, 4.76)
H (4.40, -0.13, 5.24)
H (4.54, 0.81, 3.68)
H (2.63, -2.18, 5.57)
H (1.89, -3.08, 4.23)
H (0.96, -1.74, 5.24)
C (-4.84, 3.30, 1.70)
C (-4.99, 1.83, 2.25)
O (-4.31, 0.82, 1.38)
S (-5.18, 0.17, 0.17)
C (-4.14, 0.66, -1.25)
O (-5.10, -1.30, 0.26)
O (-6.44, 0.87, 0.08)
H (-5.05, 4.00, 2.49)
H (-5.46, 3.46, 0.79)
H (-3.79, 3.48, 1.43)
H (-4.51, 1.67, 3.23)
H (-6.03, 1.51, 2.32)
H (-4.45, 1.72, -1.37)
H (-4.66, 0.06, -2.06)
H (-3.09, 0.49, -1.05)
C (-0.93, 3.44, 2.61)
C (-0.17, 2.51, 1.58)
O (-1.05, 2.55, 0.38)
S (-0.56, 3.49, -0.74)
C (0.80, 2.43, -1.47)
O (-1.70, 3.68, -1.64)
O (0.04, 4.72, -0.23)
H (-1.29, 4.28, 2.03)
H (-0.49, 3.70, 3.59)
H (-1.83, 2.81, 2.86)
H (0.89, 2.85, 1.47)
H (-0.24, 1.51, 1.84)
H (0.24, 1.65, -1.99)
H (1.52, 2.16, -0.64)
H (1.33, 3.13, -2.24)
C (-3.49, -3.18, -2.06)
N (-3.43, -2.32, -3.27)
O (-2.47, -2.39, -3.97)
O (-4.45, -1.62, -3.49)
H (-3.56, -2.59, -1.12)
H (-2.51, -3.67, -2.07)
H (-4.27, -3.93, -2.14)
C (4.65, -1.29, -3.60)
N (5.37, -1.21, -2.26)
O (4.76, -0.74, -1.34)
O (6.52, -1.63, -2.16)
H (4.00, -0.42, -3.64)
H (4.00, -2.23, -3.52)
H (5.42, -1.30, -4.34)
C (-0.28, -0.99, -5.50)
N (0.75, -1.97, -5.35)
O (1.01, -2.74, -6.20)
O (1.35, -1.87, -4.31)
H (-0.92, -1.28, -6.36)
H (0.18, -0.01, -5.64)
H (-0.87, -0.99, -4.60)
C (0.73, -1.21, -0.19)
N (-0.54, -1.21, -0.98)
O (-1.39, -2.00, -0.69)
O (-0.68, -0.32, -1.79)
H (0.36, -0.58, 0.66)
H (1.67, -0.85, -0.67)
H (0.91, -2.25, 0.13)
C (-1.94, 4.68, -4.57)
N (-0.69, 3.96, -4.21)
O (0.19, 4.64, -3.74)
O (-0.59, 2.77, -4.48)
H (-2.64, 4.71, -3.77)
H (-2.50, 4.25, -5.35)
H (-1.59, 5.64, -4.98)
C (-2.91, -2.08, 2.96)
N (-2.08, -0.93, 3.42)
O (-1.83, -0.80, 4.57)
O (-1.69, -0.23, 2.50)
H (-3.53, -1.72, 2.13)
H (-3.54, -2.40, 3.83)
H (-2.14, -2.83, 2.61)
C (5.31, -3.34, 1.29)
N (4.20, -4.45, 1.38)
O (3.32, -4.24, 0.58)
O (4.30, -5.32, 2.20)
H (4.73, -2.46, 1.39)
H (5.72, -3.30, 0.32)
H (5.98, -3.58, 2.08)

=====

Entry 4:
C8H18AuN2O6SSb | wB97M-V/def2-TZVPD

The value obtained for the total energy is -1650.6372 hartree. The calculation puts the relative energy (zero: lowest compared OMol25 entry of this formula, charge and spin) at 0.0 kJ/mol. The value obtained for the orbital gap (spin up / spin down) is 8.9 / 7.4 eV. The LUMO energy (spin up / spin down) is 0.43 / -2.16 eV. As for the spin multiplicity: 3.

Cartesian coordinates (Å):
Au (0.02, 0.13, 0.25)
N (-0.10, -1.76, 1.80)
C (-0.71, -2.77, 0.93)
C (-0.03, -2.81, -0.43)
O (0.26, -3.85, -0.98)
N (0.17, -1.55, -0.98)
C (0.97, -1.44, -2.07)
C (2.57, -0.65, -1.49)
O (3.46, -1.11, -2.13)
O (2.33, 0.18, -0.62)
H (0.75, -2.10, 2.24)
H (-0.76, -1.44, 2.50)
H (-1.75, -2.48, 0.78)
H (-0.69, -3.78, 1.34)
H (0.74, -0.61, -2.74)
H (1.27, -2.37, -2.56)
C (-0.64, 4.08, 1.04)
Sb (0.23, 2.28, 1.68)
C (2.26, 2.80, 1.95)
C (-0.46, 2.06, 3.66)
H (-0.41, 4.84, 1.79)
H (-1.72, 3.93, 0.97)
H (-0.23, 4.38, 0.08)
H (2.35, 3.67, 2.59)
H (2.72, 3.00, 0.98)
H (2.79, 1.96, 2.40)
H (-0.36, 3.01, 4.18)
H (0.15, 1.31, 4.16)
H (-1.50, 1.75, 3.63)
C (-4.66, 0.38, 0.44)
S (-3.03, 0.73, 1.02)
O (-3.08, 1.99, 1.74)
O (-2.63, -0.41, 1.84)
O (-2.20, 0.84, -0.22)
H (-5.35, 0.55, 1.27)
H (-4.70, -0.65, 0.11)
H (-4.90, 1.06, -0.38)

=====

Entry 5:
C2H13N5O | wB97M-V/def2-TZVPD

The value obtained for the total energy is -432.7369 hartree. The calculation puts the relative energy (zero: lowest compared OMol25 entry of this formula, charge and spin) at 385.5 kJ/mol. The value obtained for the orbital gap (spin up / spin down) is 8.5 / 7.5 eV. The LUMO energy (spin up / spin down) is 0.89 / 0.38 eV.

Cartesian coordinates (Å):
C (-0.99, -0.15, -0.30)
N (-3.48, -0.04, -0.16)
N (-3.68, 1.28, -0.37)
N (-0.79, 1.21, -0.23)
H (-3.35, -0.14, 0.85)
H (-3.00, 1.92, 0.06)
H (-3.79, 1.48, -1.36)
H (-0.57, 1.62, -1.13)
H (-0.03, 1.45, 0.41)
H (-1.11, -0.67, 0.63)
H (-1.43, -0.58, -1.18)
C (2.95, -0.20, 1.20)
N (2.18, 0.69, 0.39)
N (1.05, -2.02, -0.72)
O (0.78, -0.69, -0.55)
H (2.64, 0.79, -0.52)
H (1.69, -2.16, -1.49)
H (1.41, -2.43, 0.14)
H (2.45, -0.36, 2.16)
H (3.14, -1.19, 0.75)
H (3.95, 0.21, 1.42)

=====

Entry 6:
CH7N6 | wB97M-V/def2-TZVPD

The value obtained for the total energy is -370.3906 hartree. The calculation puts the relative energy (zero: lowest compared OMol25 entry of this formula, charge and spin) at 536.5 kJ/mol. The value obtained for the orbital gap is 7.5 eV. The LUMO energy is -6.79 eV. As for the charge: +1.

Cartesian coordinates (Å):
C (0.01, -0.07, 0.21)
N (0.40, 2.66, 1.46)
N (1.01, 1.60, 1.57)
N (0.24, 2.98, 0.29)
N (0.88, 0.79, 0.53)
N (-0.89, -0.70, 0.99)
N (0.19, -1.91, -1.63)
H (0.16, -0.68, -0.81)
H (-0.34, 3.85, 0.24)
H (-1.48, -1.40, 0.60)
H (-0.89, -0.54, 2.05)
H (0.24, -2.72, -1.05)
H (1.04, -1.82, -2.18)
H (-0.58, -2.02, -2.27)